{"formula": "C5H16NO4", "method": "wB97M-V/def2-TZVPD", "relative_energy_kcal_mol": 33.9, "homo_ha": -0.157, "orbital_gap_ev": 7.99, "charge": -1, "species": ["O", "O", "O", "O", "N", "C", "C", "C", "C", "C", "H", "H", "H", "H", "H", "H", "H", "H", "H", "H", "H", "H", "H", "H", "H", "H"], "positions_angstrom": [[-2.49518, -0.70905, -0.13220], [3.70975, 0.45395, -0.45554], [-2.19797, 1.28556, -1.97408], [-0.63177, -0.86901, -1.78468], [1.39314, 0.26719, -0.72601], [0.48364, 0.29421, 1.63816], [2.84526, -0.46126, -0.36692], [-0.60261, -0.74906, 1.39343], [0.88396, 1.11946, 0.40288], [-1.97024, -0.10823, 1.00593], [-1.53807, 0.59765, -2.01213], [1.60410, 0.91067, -1.55398], [-2.77338, 0.86587, -1.31220], [2.62713, -0.93456, 0.66245], [-2.75645, -0.31272, 1.84452], [-0.03479, 1.73280, 0.02918], [-0.26679, -1.36144, 0.52532], [2.90324, -1.24038, -1.16268], [1.35814, -0.24571, 2.04050], [-0.73096, -1.44752, 2.29048], [0.17265, 1.03430, 2.43399], [-1.70575, -0.89079, -0.87829], [0.58980, -0.43317, -1.01549], [1.64601, 1.83916, 0.64600], [-1.86555, 0.91405, 0.85129], [-0.64729, -1.55196, -2.38991]], "forces_ev_per_a": [[0.104, -0.636, -1.146], [1.524, 0.724, 0.463], [-1.091, 1.103, 0.276], [-0.157, 1.622, 1.768], [-0.849, 0.153, -0.013], [0.270, 0.417, 0.902], [-0.870, 0.245, -0.042], [-0.362, -0.394, 0.314], [-1.569, 0.234, -0.955], [-0.911, -3.277, 1.432], [1.049, -0.776, -0.551], [-0.259, -1.367, 1.507], [-0.073, 0.175, -0.143], [0.141, 0.227, -1.017], [1.348, 0.663, -1.043], [1.479, -1.150, 0.466], [-0.404, 0.146, 0.752], [-0.399, -0.280, 0.221], [-0.160, 0.477, -0.124], [0.312, 0.933, -1.146], [0.217, -0.695, -0.694], [-0.776, 0.251, 0.969], [0.800, 0.986, -0.480], [0.460, 0.183, 0.184], [0.231, 2.204, 0.004], [-0.055, -2.166, -1.904]], "nbo_charge": [-0.8340, -0.8656, -1.0111, -1.1692, -0.6484, -0.4165, 0.1963, -0.4441, -0.2350, -0.0462, 0.4929, 0.4031, 0.4769, 0.0712, 0.1389, 0.2055, 0.2263, 0.0831, 0.2092, 0.1934, 0.1939, 0.5007, 0.4638, 0.2148, 0.1449, 0.4551]}

=====

{"formula": "C24H58HfN10O23", "method": "wB97M-V/def2-TZVPD", "homo_ha": -0.284, "orbital_gap_ev": 7.94, "species": ["Hf", "O", "O", "O", "O", "O", "O", "O", "O", "O", "O", "O", "O", "O", "O", "O", "O", "O", "O", "O", "O", "O", "O", "O", "N", "N", "N", "N", "N", "N", "N", "N", "N", "N", "C", "C", "C", "C", "C", "C", "C", "C", "C", "C", "C", "C", "C", "C", "C", "C", "C", "C", "C", "C", "C", "C", "C", "C", "H", "H", "H", "H", "H", "H", "H", "H", "H", "H", "H", "H", "H", "H", "H", "H", "H", "H", "H", "H", "H", "H", "H", "H", "H", "H", "H", "H", "H", "H", "H", "H", "H", "H", "H", "H", "H", "H", "H", "H", "H", "H", "H", "H", "H", "H", "H", "H", "H", "H", "H", "H", "H", "H", "H", "H", "H", "H"], "positions_angstrom": [[-0.74239, -0.11454, -0.62521], [1.14334, -0.56740, -2.04439], [-1.58643, -3.22891, -3.31483], [2.48114, -1.41814, 1.77553], [-0.76452, -2.41726, -1.44928], [-0.52262, 1.44627, -2.69153], [-1.07573, 1.09623, 1.53791], [-1.20459, -3.30692, 4.53261], [3.83939, 2.31215, 5.31243], [-2.98782, 3.18047, -0.47691], [0.46160, 3.34155, -2.84713], [-0.97820, 2.60491, 3.04467], [-2.59677, 1.42263, 3.02304], [-2.64247, -1.25712, 0.55880], [-1.90681, -1.22539, -2.50770], [-4.65780, -0.98667, 0.16436], [1.47075, 0.03743, 0.59567], [0.49365, -1.61207, 0.90856], [2.32393, -0.24662, -3.72151], [2.31424, -2.17263, -2.91075], [0.16407, 2.12660, -1.07238], [-4.16796, 2.33175, -2.12169], [-3.88680, -2.98343, 0.48392], [-2.69853, 1.20643, -1.00641], [-1.55274, 1.73545, 2.50796], [2.76885, 4.11828, 3.16729], [-1.12022, 1.34172, -6.70128], [-1.66312, -5.98275, 3.05839], [-3.38260, 2.25929, -1.16988], [-3.78639, -1.77322, 0.37119], [0.01742, 2.37449, -2.25774], [1.94636, -0.98994, -2.87052], [1.57157, -1.03196, 1.13001], [-1.41195, -2.32875, -2.51470], [0.04584, -7.43242, 4.43171], [0.21402, 3.54249, -7.40565], [3.40752, 5.09762, 4.25898], [-2.11847, 0.16596, -7.18019], [-1.00764, -5.12492, 0.68180], [1.69412, 4.95587, 2.36692], [2.40206, 5.79677, 5.26133], [-3.02577, 1.16132, -5.19932], [-2.50569, -7.17748, 2.57281], [2.85874, 1.74437, 4.44584], [0.56908, 4.44901, -8.54147], [3.52020, 2.71308, 1.01148], [3.96251, 3.65596, 2.23019], [-0.58478, -5.75713, 1.99253], [-2.64390, -4.80307, 3.27871], [0.06407, 0.85851, -5.89314], [-0.34545, -2.15060, 4.47852], [-3.04113, -0.07015, -5.96550], [5.03026, 1.62583, 5.29482], [1.96932, 2.83900, 3.72275], [-2.02192, -3.39035, 3.38900], [-0.50922, 2.19979, -7.82762], [-1.12348, -6.33177, 4.43176], [-2.06634, 2.20904, -5.83173], [-3.27808, -7.31320, 3.32983], [1.00013, -7.19750, 3.96031], [-0.37573, 4.04886, -6.64153], [4.91905, 0.58081, 5.58406], [2.20154, 5.85994, 2.03036], [2.82847, 3.17114, 0.30453], [-0.14473, -6.74318, 1.84366], [-0.40731, 4.86535, -8.78933], [0.87819, 5.08218, 3.07856], [-1.46790, -3.16691, 2.47729], [-1.60425, 2.87038, -5.09879], [0.16157, 1.56216, -8.40345], [4.36044, 2.57563, 0.33088], [0.30251, -2.09755, 3.60363], [-1.96964, -6.59987, 5.06440], [-4.00667, -0.30801, -6.41185], [-1.69507, -4.28760, 0.80200], [-1.35065, -5.76260, -0.13295], [1.34934, 4.30296, 1.56508], [1.09326, 4.06854, -9.41815], [2.06142, 5.03530, 5.96292], [-3.27843, -5.13767, 4.09940], [-0.84776, -1.20761, 4.69427], [2.31407, 0.93982, 4.93993], [-3.31673, -4.74807, 2.42292], [1.13959, 5.28383, -8.13440], [-2.66292, 0.46641, -8.07541], [-3.01508, -6.72366, 1.72270], [-2.52259, 2.90349, -6.53718], [0.69153, 0.21200, -6.50667], [1.16952, 3.26580, -6.96004], [0.21500, -7.78817, 5.44805], [3.31166, 1.21411, 3.60811], [-0.40367, -8.37820, 4.12915], [-0.39984, 0.20324, -5.15592], [4.58408, 3.07571, 2.91215], [-2.63224, 1.00434, -4.19503], [5.44566, 1.64004, 4.28718], [-2.74060, -2.57097, 3.37316], [-2.62718, -0.85456, -5.33190], [-1.42896, -0.66173, -7.34629], [1.55452, 2.31509, 2.86161], [0.11790, -5.11697, 2.52596], [4.42865, 4.53329, 1.78173], [4.19765, 4.56030, 4.78344], [-0.06975, -4.73167, 0.28961], [0.51090, 1.68265, -5.33706], [-0.68702, -5.41259, 4.82255], [3.01141, 6.47649, 5.85695], [-1.90073, -8.05593, 2.34823], [-1.34397, 2.57429, -8.42009], [3.87080, 5.93110, 3.73099], [0.33104, -2.32603, 5.31500], [-4.03301, 1.56491, -5.09597], [5.83629, 2.06905, 5.87962], [1.15045, 3.21988, 4.33306], [3.22904, 1.68291, 1.21659], [1.54104, 6.27957, 4.79910]], "forces_ev_per_a": [[-1.270, 0.528, -0.031], [-2.879, 1.069, 3.595], [0.216, 1.012, 0.337], [1.515, -0.997, 1.202], [2.474, -2.195, 1.907], [-5.022, -5.971, -7.643], [1.516, -1.167, -2.325], [0.537, 0.690, -0.449], [-1.343, 0.804, 0.103], [-1.416, 1.402, 0.317], [-0.334, 0.298, -0.143], [4.720, 4.485, 0.920], [-2.563, -1.970, -0.445], [3.949, 0.593, -0.155], [-2.710, 5.024, -2.666], [-2.319, 0.048, -0.545], [2.133, 6.163, -1.990], [-2.830, -4.243, 0.445], [1.041, 2.756, -2.193], [-0.444, -0.117, 1.252], [2.373, 1.699, 7.023], [-0.142, -0.096, 1.019], [-0.535, -1.416, 0.102], [1.112, -3.763, -0.248], [-2.795, -2.358, 0.414], [-0.018, 0.206, -0.172], [0.110, 1.678, -0.374], [-1.065, -1.055, -0.040], [2.354, 1.015, -1.035], [0.855, 1.242, 0.006], [2.460, 1.915, 1.675], [0.996, -3.142, -1.734], [-2.718, 0.017, -0.841], [0.627, -1.997, 1.869], [-2.331, -0.235, 0.641], [1.119, -2.685, 1.009], [-1.363, 0.202, -0.153], [1.973, 0.612, 1.181], [0.350, 0.319, -0.142], [1.228, -1.763, 1.026], [0.900, -1.876, -0.372], [0.075, 3.082, 1.704], [-0.398, 2.111, 0.232], [0.306, 1.128, -1.160], [-1.304, 1.092, 0.000], [0.604, 0.771, 0.297], [-2.134, -1.457, -0.736], [-0.198, 0.132, 0.965], [-0.057, 0.501, -0.759], [-1.786, -1.236, 0.663], [0.557, -0.697, 1.328], [1.056, -1.457, -2.039], [1.397, -0.917, -0.684], [1.328, 0.104, 0.839], [0.194, -0.664, -0.115], [-0.723, 1.089, 0.161], [2.741, -0.234, -0.235], [-0.590, -0.796, -0.682], [0.192, -0.489, 0.014], [-0.425, 0.126, -0.109], [0.045, 0.131, -0.168], [-0.022, -0.143, 0.157], [-0.330, -0.041, 0.024], [-0.539, 0.074, 0.502], [0.146, 0.138, 0.062], [0.162, 0.371, -0.980], [0.060, 0.393, -0.332], [0.392, -0.215, -0.108], [0.628, -0.622, 0.067], [-0.177, 0.023, -0.036], [0.629, 0.200, 0.388], [-0.478, -0.080, -0.436], [0.132, -0.237, -0.195], [-0.062, -0.331, 0.530], [0.045, -0.014, -0.178], [-0.324, -0.400, 0.481], [0.008, 0.289, -0.069], [-0.181, -0.373, 0.225], [-0.294, 0.063, 0.016], [0.270, 0.349, 0.322], [-0.387, -0.051, -0.431], [-0.664, 0.458, 0.244], [0.181, -0.099, -0.277], [0.125, -0.039, -0.088], [0.383, 0.269, 0.055], [0.093, -0.763, -0.408], [-0.409, -0.263, -0.189], [0.262, 0.541, -0.038], [-0.100, -0.159, 0.544], [0.310, 0.943, 0.449], [0.668, -0.035, -0.035], [0.290, -0.055, -1.123], [0.346, -0.019, 0.352], [0.328, 0.439, -0.201], [-0.350, -0.121, 0.122], [0.064, -0.291, -0.418], [-0.757, -0.374, 0.206], [-0.427, -0.420, -0.338], [-0.279, -0.058, -0.434], [-0.213, 0.471, -0.118], [0.219, 0.055, -0.283], [0.022, 0.084, 0.580], [-0.407, -0.151, -0.059], [-0.060, 0.386, -0.088], [0.210, -0.144, -0.430], [-0.262, 0.043, -0.033], [-0.159, 0.259, -0.214], [-0.118, 0.288, 0.115], [-0.174, -0.578, -0.360], [0.022, -0.372, -0.650], [0.095, 0.152, 0.123], [0.188, 0.287, 0.219], [-0.575, 0.338, 0.527], [0.182, 0.086, -0.106], [-0.388, 0.293, 0.487], [0.331, 0.104, -0.007]], "mulliken_charge": [2.9351, -0.3020, -0.7122, -0.7232, -0.5095, -0.0268, -0.4812, -0.4378, -0.3512, -0.5825, -0.7581, -0.6029, -0.6272, -0.3014, -0.5246, -0.6196, -0.4800, -0.3916, -0.6604, -0.6344, -0.4923, -0.6395, -0.6289, -0.3744, 0.5185, 0.1170, 0.4272, 0.1856, 0.7046, 0.6266, 0.8526, 0.5895, 0.9670, 1.0410, -1.2603, -0.0540, -0.3790, -0.5389, -0.8906, -1.1277, -1.2166, 0.1680, -1.1189, -1.1958, -1.5113, -1.1380, -0.2602, -0.5185, -1.0298, -1.0773, -0.7062, -0.7042, -0.7840, -0.2366, 0.0692, -0.8715, -0.2660, -0.8712, 0.3834, 0.2936, 0.2784, 0.3382, 0.2796, 0.3577, 0.5691, 0.3723, 0.5074, -0.3249, 0.3151, 0.4531, 0.5164, 0.2170, 0.4746, 0.3856, -0.1976, 0.3602, 0.4167, 0.3460, 0.3323, 0.5497, 0.3349, 0.6245, 0.5326, 0.3829, 0.4032, 0.5026, 0.5930, 0.3886, 0.3031, 0.4400, 0.4088, 0.3680, 0.2318, 0.1468, -0.4054, 0.3149, 0.5639, 0.1808, 0.4285, 0.1485, 0.4867, 0.5086, 0.3752, 0.3630, 0.3660, 0.2727, 0.4214, 0.3522, 0.4484, 0.4622, 0.3586, 0.5381, 0.2696, 0.6844, 0.1016, 0.2918]}